Entry from OMol25: a 4-piece molecular cluster, C2H12NO3 overall (ωB97M-V/def2-TZVPD).

The geometry in ORCA input format:
```
! RIJCOSX wB97M-V def2-TZVPD def2/J DEFGRID3
* xyz 1 1
H -2.847 1.562 1.963
H -1.827 2.356 2.857
C 0.078 -2.411 0.443
H -1.290 1.827 0.427
H -0.102 -3.353 0.937
O -0.629 1.463 -0.283
H -0.011 -0.082 -0.881
H 0.189 -0.864 -2.389
H 3.233 0.720 -0.520
O -2.151 2.251 1.931
H 2.249 1.593 0.206
H -0.386 2.276 -0.758
O 2.305 0.757 -0.281
N 0.318 -0.902 -1.358
H -0.779 -2.707 -1.451
C -0.313 -2.146 -0.774
H 1.296 -0.680 -1.117
H 0.667 -1.661 1.046
*
```

Relative energy (zero: lowest compared OMol25 entry of this formula, charge and spin) (kJ/mol): 113.4
Electronic energy (a.u.): -363.60765
LUMO (Ha): -0.1071
HOMO (eV): -14.83
HOMO-LUMO gap (eV): 11.9

Mulliken population analysis, charges in e, atoms 1 to 6: number 1, H, carries 0.344; number 2, H, carries 0.340; number 3, C, carries -0.598; number 4, H, carries 0.350; number 5, H, carries 0.290; number 6, O, carries -0.724